This record from OMol25 describes a structure of composition C22H34N6O2Sr at a distorted geometry. The level of theory is ωB97M-V/def2-TZVPD.

Last column: natural (NBO) charge in e.
Atoms and positions in Å:
1 Sr -0.053265 0.281964 0.415098  1.7995
2 O 1.598431 0.951008 1.784182  -0.9393
3 C 1.753262 1.541666 2.938767  0.3806
4 C 2.976657 1.560998 3.635698  -0.3044
5 C 3.086727 2.185304 4.864608  -0.1843
6 C 1.994126 2.809481 5.463394  -0.3084
7 C 0.774505 2.786963 4.803141  -0.1262
8 C 0.646884 2.157789 3.570639  -0.2819
9 C -0.662689 2.106837 2.851292  0.1421
10 N -1.575240 1.228083 2.945381  -0.4477
11 C -1.433023 0.126620 3.914591  -0.2617
12 C -0.590611 -1.057766 3.420150  -0.2493
13 N -0.881922 -1.388042 2.028826  -0.5509
14 C -1.647738 -2.355639 1.729296  0.1800
15 C -2.088791 -2.714660 0.369858  -0.2885
16 C -3.208545 -3.555387 0.316736  -0.1397
17 C -3.810070 -3.917208 -0.869785  -0.3036
18 C -3.263037 -3.423188 -2.056002  -0.1696
19 C -2.146392 -2.617952 -2.048745  -0.3325
20 C -1.493023 -2.244002 -0.848794  0.4811
21 O -0.424301 -1.513413 -0.880780  -0.9222
22 H 3.827839 1.074248 3.175882  0.2108
23 H 4.046271 2.183367 5.368872  0.2050
24 H 2.094295 3.298222 6.422521  0.2076
25 H -0.091854 3.261219 5.252536  0.1955
26 H -0.863853 2.897672 2.118262  0.1673
27 H -2.447046 -0.221877 4.115520  0.1940
28 H -0.999496 0.486963 4.850547  0.2095
29 H -0.759994 -1.917050 4.079888  0.1860
30 H 0.464450 -0.788752 3.484594  0.2229
31 H -2.068642 -2.982427 2.528257  0.1497
32 H -3.614474 -3.915790 1.256780  0.2010
33 H -4.677438 -4.561609 -0.878920  0.2121
34 H -3.716676 -3.683082 -3.005677  0.2074
35 H -1.715632 -2.257971 -2.975879  0.2048
36 N -0.587074 2.230914 -1.472441  -0.8927
37 C -1.998757 2.632223 -1.502618  -0.2250
38 C -2.916263 1.437426 -1.296908  -0.2296
39 N -2.651402 0.777554 -0.016286  -0.8969
40 H 0.018827 3.042605 -1.495409  0.3732
41 H -0.335891 1.672356 -2.286136  0.3875
42 H -2.281289 3.134394 -2.434467  0.1804
43 H -2.158014 3.353011 -0.695456  0.1859
44 H -2.737810 0.702201 -2.087055  0.1983
45 H -3.954395 1.770375 -1.403519  0.1820
46 H -3.129384 -0.117034 0.030381  0.3875
47 H -2.971577 1.322031 0.779735  0.3864
48 C 3.490303 0.658183 -3.941343  -0.6180
49 C 2.519162 -0.458637 -3.585167  0.0925
50 C 1.707709 -0.862570 -4.810491  -0.6088
51 C 3.279324 -1.673279 -3.046406  -0.6393
52 N 1.527807 0.055511 -2.618527  -0.5092
53 N 2.009953 0.349452 -1.311929  -0.7129
54 H 4.184427 0.328688 -4.716014  0.2138
55 H 4.090319 0.957874 -3.079166  0.2048
56 H 2.949730 1.532030 -4.308189  0.2144
57 H 2.364947 -1.199894 -5.612746  0.2127
58 H 1.121103 -0.017410 -5.173477  0.2154
59 H 1.022188 -1.680019 -4.574173  0.2112
60 H 3.895487 -2.117449 -3.830026  0.2179
61 H 2.586739 -2.439074 -2.689174  0.2195
62 H 3.952756 -1.408139 -2.228656  0.2032
63 H 0.809069 -0.652446 -2.468384  0.3868
64 H 2.527685 1.220017 -1.311377  0.3629
65 H 2.634599 -0.373456 -0.955324  0.3494

Forces on the atoms, in the same order (eV/Å):
-0.153 1.282 -0.566
0.824 0.468 0.784
-0.085 -0.207 -0.058
-0.015 0.101 0.012
0.028 -0.010 0.003
0.032 -0.042 -0.066
0.027 -0.002 0.023
-0.251 0.089 0.146
0.241 -0.070 0.212
0.109 -0.203 -0.025
-0.104 0.162 -0.045
-0.023 -0.124 -0.177
-0.192 -0.109 0.390
0.026 -0.121 -0.273
0.015 0.061 0.298
-0.045 -0.046 -0.049
0.069 0.049 0.054
-0.019 -0.008 -0.087
-0.010 -0.077 0.024
0.080 -0.028 0.210
-0.331 -1.040 -0.704
0.013 0.004 0.005
-0.011 0.015 0.019
-0.009 0.003 0.010
-0.010 -0.005 -0.006
0.078 0.017 -0.033
-0.004 -0.025 0.016
0.016 -0.042 0.019
-0.069 0.033 0.059
0.022 -0.009 -0.041
-0.025 -0.009 -0.005
-0.021 -0.014 -0.016
-0.010 -0.002 -0.012
-0.009 -0.008 0.006
-0.001 -0.001 -0.007
-0.075 0.012 -0.014
0.040 0.033 -0.017
-0.009 -0.064 0.019
-0.195 0.044 -0.050
-0.024 0.014 0.022
0.007 -0.010 0.002
-0.010 -0.009 -0.011
-0.009 -0.016 0.016
0.029 0.002 -0.001
-0.004 0.018 -0.006
0.022 -0.020 -0.010
0.023 0.016 -0.009
0.072 0.051 -0.019
-0.064 -0.044 0.060
-0.005 -0.007 -0.062
0.039 -0.079 -0.006
-0.093 0.024 0.045
0.192 -0.112 0.027
-0.009 -0.010 -0.003
-0.026 -0.003 0.010
-0.009 -0.007 -0.009
0.004 0.000 0.005
0.011 0.008 0.001
0.001 0.004 0.031
0.001 0.026 -0.007
-0.020 0.015 -0.007
-0.006 0.009 -0.001
-0.011 -0.017 -0.018
-0.062 0.004 -0.065
0.012 0.036 -0.043

For the relative energy (zero: lowest compared OMol25 entry of this formula, charge and spin), the calculation gives 48.42 kJ/mol. The total energy is -1368.54344 Eh. As for the spin multiplicity: 1. The HOMO energy is -7.193 eV. Its molecular weight is 502.17 g mol⁻¹.

This record from OMol25 describes a structure of composition C22H34NO20S2 at a distorted geometry. The level of theory is ωB97M-V/def2-TZVPD.

Last column: Löwdin charge in e.
Atoms and positions in Å:
1 O 1.428397 5.560407 1.581796  0.0689
2 C 2.490748 5.094244 1.723287  -0.3193
3 C 2.932067 3.778247 1.087869  -0.1990
4 S 1.929361 2.376446 1.675564  0.4953
5 O 1.709498 1.558790 0.490408  -0.3841
6 O 0.637872 2.812124 2.159651  -0.3448
7 N 2.719665 1.449832 2.743237  -0.3477
8 S 3.182136 2.302988 4.054637  0.5113
9 O 3.708990 1.348545 5.003089  -0.3892
10 O 4.195737 3.279152 3.690908  -0.3777
11 H 3.219656 5.662686 2.342667  0.1202
12 H 3.979927 3.578929 1.314481  0.0853
13 H 2.862349 3.845550 -0.010252  0.0776
14 H 2.140523 2.882330 4.672329  0.0561
15 C -0.612560 -0.133351 -0.014682  -0.0155
16 C -1.497812 -1.342568 -0.238815  -0.3100
17 C -1.521679 -2.309387 0.913327  -0.0830
18 O -1.758071 -3.565976 0.253082  0.0551
19 C -1.255132 -3.460061 -1.001851  -0.5719
20 O -1.074402 -4.388716 -1.734119  0.1185
21 O -0.988816 -2.176718 -1.313025  0.0876
22 H 0.411611 -0.328941 -0.324970  0.0763
23 H -0.967525 0.706508 -0.612136  0.0886
24 H -0.612097 0.186246 1.026611  0.0909
25 H -2.513464 -1.028935 -0.509550  0.1023
26 H -2.317461 -2.091482 1.622188  0.1391
27 H -0.571480 -2.369893 1.450594  0.1418
28 C 3.911912 5.229585 10.239831  -0.0257
29 C 3.593740 4.136265 9.236838  -0.3322
30 C 4.776105 3.678355 8.418752  -0.0974
31 O 4.166963 3.276838 7.196105  0.0711
32 C 3.036211 3.996828 7.052861  -0.5260
33 O 2.408686 4.093411 6.047475  0.1211
34 O 2.702811 4.614041 8.223606  0.0842
35 H 3.816280 6.215966 9.786455  0.0907
36 H 3.207913 5.194701 11.072471  0.0774
37 H 4.915347 5.117567 10.653127  0.0825
38 H 3.116303 3.289875 9.738176  0.1553
39 H 5.302685 2.843418 8.877151  0.1395
40 H 5.491558 4.478804 8.206952  0.1411
41 C 3.360214 1.497266 -5.036136  -0.0235
42 C 4.273531 1.761015 -3.854141  -0.3299
43 C 3.981387 0.910322 -2.640222  -0.0934
44 O 4.386202 1.759371 -1.569608  0.0815
45 C 4.246353 3.034696 -1.990856  -0.5371
46 O 4.260544 3.979404 -1.270480  0.1414
47 O 4.078415 3.086074 -3.341356  0.0843
48 H 2.462249 2.111914 -4.980804  0.0926
49 H 3.864679 1.756686 -5.968289  0.0763
50 H 3.075146 0.446310 -5.098021  0.0851
51 H 5.320703 1.663672 -4.155001  0.1522
52 H 4.552090 -0.016172 -2.633174  0.1390
53 H 2.920482 0.676349 -2.517318  0.1445
54 C -6.261494 -2.381693 -3.976008  -0.0311
55 C -5.954781 -1.027194 -3.369881  -0.3207
56 C -4.856903 -0.269633 -4.074169  -0.0995
57 O -4.278784 0.494958 -3.012900  0.0737
58 C -4.493160 -0.196900 -1.863312  -0.5317
59 O -3.938558 0.012376 -0.833615  0.1526
60 O -5.412961 -1.174425 -2.050805  0.0950
61 H -5.619053 -3.142566 -3.538366  0.0860
62 H -7.287604 -2.677049 -3.764587  0.0846
63 H -6.139804 -2.385216 -5.059084  0.0899
64 H -6.862607 -0.421354 -3.300100  0.1552
65 H -5.236498 0.382293 -4.858437  0.1371
66 H -4.083998 -0.919973 -4.493042  0.1413
67 C -2.883052 -7.191959 -3.285490  -0.0087
68 C -4.139216 -7.235374 -4.136537  -0.3241
69 C -3.916149 -6.902893 -5.591625  -0.1000
70 O -5.167965 -6.319199 -5.970881  0.0621
71 C -5.707851 -5.772220 -4.849217  -0.5484
72 O -6.613559 -5.003975 -4.836220  0.1436
73 O -5.065167 -6.213068 -3.740016  0.0894
74 H -2.704980 -6.189461 -2.894923  0.0811
75 H -2.989163 -7.851298 -2.423886  0.0842
76 H -2.006385 -7.520769 -3.844832  0.0893
77 H -4.636703 -8.203246 -4.030364  0.1538
78 H -3.705051 -7.784567 -6.193295  0.1365
79 H -3.125101 -6.165151 -5.749131  0.1416

Forces on the atoms, in the same order (eV/Å):
-3.045 1.276 -0.660
2.800 -0.999 0.449
0.065 0.414 0.574
-1.353 -2.138 -1.195
1.138 -0.094 -0.407
0.349 1.101 0.996
-0.357 2.095 0.319
2.158 -2.165 -0.905
-0.645 -0.405 0.523
-0.824 1.010 -0.040
0.312 -0.483 -0.073
-0.215 -0.110 0.126
-0.684 -0.172 1.003
-0.162 -0.052 -0.845
-0.245 0.013 -0.525
0.147 0.764 0.302
-0.030 -0.055 0.139
0.193 -0.149 -0.213
-0.019 0.356 0.049
-0.127 -0.131 -0.074
-0.141 -0.637 0.077
0.039 -0.090 0.267
0.045 0.037 0.071
0.057 -0.023 -0.010
0.735 -0.503 0.227
-0.077 -0.167 -0.077
0.034 0.053 -0.095
-0.391 0.038 0.267
0.209 0.415 0.396
0.158 -0.237 -0.063
-0.024 0.249 0.116
-0.108 -0.034 -0.273
-0.047 0.559 0.949
0.060 -0.177 -0.133
0.162 -0.071 -0.146
0.030 0.052 -0.003
0.016 -0.048 -0.073
0.019 -0.056 -0.104
-0.039 -0.091 -0.169
-0.080 0.083 0.091
0.198 0.247 -0.374
-0.411 -0.240 -0.385
-0.003 -0.258 0.128
0.040 0.197 -0.157
0.018 -0.112 0.163
0.614 0.222 -0.862
0.125 -0.044 0.272
-0.044 -0.117 0.209
-0.055 -0.005 -0.006
0.014 0.001 0.098
0.021 0.031 0.109
0.068 0.067 0.167
-0.015 0.088 -0.064
-0.299 0.113 0.333
-0.184 -0.545 -0.518
0.053 0.205 -0.149
0.002 -0.176 0.191
-0.134 0.008 -0.058
-0.644 0.498 -0.112
0.214 0.381 0.071
0.133 0.092 -0.087
0.049 -0.071 -0.008
0.050 0.068 0.020
0.087 0.095 0.066
0.084 0.144 0.113
-0.086 -0.111 0.050
-0.206 -0.103 0.388
0.752 -0.096 0.307
0.022 -0.112 -0.214
-0.029 0.158 0.171
0.075 -0.126 0.178
-0.167 -0.233 -0.205
-0.277 0.071 -0.406
0.093 0.047 -0.193
0.040 0.039 0.005
-0.044 0.034 -0.070
-0.113 0.062 -0.095
-0.162 0.053 -0.091
0.011 -0.005 0.153

The total energy is -3214.70789 Eh. As for the spin multiplicity: 1. Its net charge is -1. The HOMO energy is -5.418 eV. Its molecular weight is 696.64 g mol⁻¹.

This record from OMol25 describes a structure of composition C22H35Br9O11S at a distorted geometry. The level of theory is ωB97M-V/def2-TZVPD.

Last column: Löwdin charge in e.
Atoms and positions in Å:
1 O -19.446000 -15.949370 -8.920070  0.0613
2 C -18.587570 -15.604730 -8.093260  -0.4205
3 O -18.167560 -16.332580 -7.046790  0.0303
4 C -16.882290 -15.899140 -6.616120  -0.1504
5 C -16.861540 -14.403870 -6.979670  -0.1807
6 C -17.655180 -14.350240 -8.293100  -0.0726
7 H -16.110000 -16.319520 -7.260290  0.1255
8 H -16.664910 -16.104270 -5.567900  0.1289
9 H -15.842940 -14.089650 -7.207300  0.0931
10 H -17.414330 -13.821970 -6.242160  0.0890
11 H -17.189900 -14.552200 -9.257900  0.1213
12 H -18.218850 -13.422860 -8.394830  0.1111
13 O -16.926660 -3.566730 -15.426760  0.0846
14 C -16.504470 -4.307130 -14.533160  -0.3830
15 O -17.267050 -5.425560 -14.227700  -0.0079
16 C -16.725120 -6.153120 -13.175720  -0.1875
17 C -15.203190 -5.747010 -13.128490  -0.1655
18 C -15.327510 -4.223230 -13.505160  -0.0583
19 H -16.907460 -7.214730 -13.342580  0.1187
20 H -17.283140 -5.799570 -12.308700  0.1258
21 H -14.463360 -6.379800 -13.618710  0.0872
22 H -14.860820 -5.670480 -12.096490  0.0866
23 H -14.405170 -3.999240 -14.041100  0.1105
24 H -15.243080 -3.453470 -12.738060  0.1223
25 O -21.877580 -11.775680 -8.229030  0.0586
26 C -22.498630 -12.344570 -9.157280  -0.4410
27 O -23.265660 -11.749900 -10.031720  0.0411
28 C -23.830900 -12.513120 -11.062610  -0.1508
29 C -22.806770 -13.614570 -11.207700  -0.1418
30 C -22.208350 -13.732580 -9.745200  -0.0429
31 H -23.887830 -12.015060 -12.030490  0.1296
32 H -24.818030 -12.917810 -10.839220  0.1297
33 H -22.017420 -13.573760 -11.958280  0.0813
34 H -23.242260 -14.598370 -11.382580  0.1104
35 H -21.207560 -14.138250 -9.893340  0.0885
36 H -22.799910 -14.478270 -9.214090  0.1208
37 O -22.040700 -12.258340 -14.920760  0.0912
38 C -21.568640 -13.180530 -15.569470  -0.5475
39 O -21.713850 -14.440460 -15.239340  0.0522
40 C -20.896490 -15.275610 -16.048620  -0.1520
41 C -20.651760 -14.457450 -17.350100  -0.0958
42 C -20.620010 -13.054870 -16.647080  -0.0879
43 H -21.299780 -16.270220 -16.238910  0.1282
44 H -19.914480 -15.435480 -15.603430  0.0696
45 H -21.419910 -14.668480 -18.094090  0.1132
46 H -19.677490 -14.504600 -17.836600  0.1002
47 H -20.741790 -12.139860 -17.226760  0.1385
48 H -19.696320 -12.913490 -16.085920  0.1020
49 O -16.959300 -11.921730 -10.208410  -0.3643
50 S -17.472530 -10.872000 -11.078760  0.6501
51 O -16.877340 -10.614210 -12.387800  -0.3818
52 O -19.126480 -11.069680 -11.301850  -0.2500
53 C -19.536950 -11.905710 -12.400660  -0.2570
54 C -19.171260 -13.335380 -12.057400  -0.1064
55 C -17.376890 -9.260670 -10.113280  -0.1074
56 H -19.196890 -11.621800 -13.396580  0.1120
57 H -20.618490 -11.850120 -12.524350  0.1056
58 H -18.134180 -13.625190 -12.226460  0.0336
59 H -19.803580 -14.040880 -12.596410  0.0691
60 H -19.505670 -13.574870 -11.047990  0.0651
61 H -18.395400 -8.881490 -10.029820  0.0675
62 H -16.801020 -8.553970 -10.710820  0.0018
63 H -16.852300 -9.521620 -9.194150  -0.0312
64 C -13.025310 -10.497650 -12.011510  -1.3762
65 Br -11.081960 -10.086900 -11.877910  0.5385
66 Br -14.146620 -8.802360 -11.711610  0.5893
67 Br -13.523720 -12.018620 -10.768660  0.5162
68 H -13.283070 -10.900270 -12.991080  -0.0936
69 C -15.711380 -13.681650 -15.840510  -1.4766
70 Br -17.288610 -14.413140 -14.871330  0.6223
71 Br -15.016910 -12.066720 -14.948560  0.5953
72 Br -16.166500 -13.184090 -17.692240  0.5367
73 H -14.984220 -14.492440 -15.884640  -0.0188
74 C -15.826200 -10.334000 -6.044540  -1.4426
75 Br -17.750730 -9.807880 -6.485140  0.5410
76 Br -14.822110 -10.982560 -7.639190  0.5418
77 Br -15.874700 -11.702880 -4.677800  0.5785
78 H -15.259980 -9.495030 -5.640010  -0.0236

Forces on the atoms, in the same order (eV/Å):
1.728 0.474 2.703
-0.907 0.704 -3.211
-0.685 -0.811 0.083
0.611 1.636 -0.790
0.269 -0.212 -1.011
-1.562 -1.351 1.071
-0.051 -0.718 0.162
-0.495 -0.212 -0.151
-0.003 0.389 0.793
0.488 0.195 0.036
0.622 0.159 0.263
-0.128 -0.220 -0.085
1.982 -1.707 2.422
-2.468 1.816 -0.826
0.627 1.268 -1.727
1.407 -0.350 0.597
-1.387 1.542 2.399
1.307 -1.724 -2.750
0.054 0.027 0.016
0.379 -0.361 0.578
-0.472 0.325 -0.682
-0.064 -0.708 0.282
-0.136 0.216 -0.611
-1.236 -0.363 0.297
-2.686 -1.499 -2.520
4.746 -0.204 1.364
-1.927 3.354 0.566
1.009 -1.561 -1.386
0.245 -2.381 1.455
-1.043 -0.404 -1.380
-0.057 0.868 0.493
0.002 0.232 0.466
-0.176 0.906 -0.003
-0.391 0.101 -0.347
0.207 0.596 1.082
0.115 -0.050 0.220
0.062 -1.258 -0.537
-0.991 2.848 1.881
-0.751 -1.900 0.777
1.419 -0.338 -1.744
0.588 1.138 1.042
0.244 -0.032 -1.998
-0.596 0.329 0.310
-0.096 0.106 0.529
-0.175 0.602 0.125
0.010 -0.956 0.161
-0.225 -0.268 -0.120
0.549 -0.278 -0.299
-0.754 1.008 -1.246
-0.219 0.843 -0.129
-0.669 -0.793 1.276
1.840 1.035 0.157
-0.074 -1.277 -0.166
-0.763 -0.797 -0.102
-0.482 -1.197 -1.076
0.737 0.472 0.274
-0.071 0.450 0.692
-0.028 0.267 0.256
0.054 0.024 -0.707
0.559 0.313 0.330
0.098 -0.173 0.464
-0.010 -0.343 -0.091
-0.408 0.157 -0.055
-0.174 0.136 1.129
-1.534 -0.286 -0.169
1.291 -1.701 -0.219
0.373 1.429 -0.934
0.251 0.414 0.179
-0.677 0.537 -0.095
0.967 0.469 -0.577
-0.330 -1.026 -0.293
0.088 -0.407 0.773
-0.042 0.442 0.137
-0.617 -0.493 -0.591
1.803 -0.337 0.325
-0.780 0.549 0.892
0.093 0.352 -0.190
-0.486 -0.030 -0.240

For the relative energy (zero: lowest compared OMol25 entry of this formula, charge and spin), the calculation gives 338.74 kJ/mol. The total energy is -25251.10734 Eh. As for the spin multiplicity: 1. The HOMO energy is -9.699 eV. Its molecular weight is 1226.71 g mol⁻¹.